This record from the OMol25 dataset describes a molecular structure, C21H41AsF6HgO13S5 at a distorted geometry. The level of theory is wB97M-V/def2-TZVPD.

Cartesian coordinates (Å):
Hg1 -2.492 4.309 -7.328
O1 -1.801 6.220 -2.823
C1 -1.423 6.179 -1.555
O2 -0.861 5.177 -1.115
O3 -1.550 7.164 -0.867
H1 -1.676 5.270 -2.763
As1 -1.027 1.715 -4.690
F1 -1.308 2.979 -3.472
F2 -1.367 2.869 -6.068
F3 -0.870 0.232 -5.806
F4 -0.649 0.570 -3.385
F5 -2.758 1.338 -4.632
F6 0.766 1.991 -4.762
C2 4.117 3.601 -1.852
C3 3.227 2.640 -2.505
C4 2.042 2.326 -1.598
S1 2.372 2.998 0.112
O4 2.133 1.893 1.031
O5 1.764 4.329 0.306
C5 4.168 3.290 -0.272
H2 3.456 4.466 -1.913
H3 5.025 3.945 -2.347
H4 3.894 1.805 -2.723
H5 2.895 3.111 -3.430
H6 1.819 1.273 -1.424
H7 1.080 2.709 -1.938
H8 4.693 2.343 -0.150
H9 4.649 4.043 0.353
C6 1.435 7.720 -4.834
C7 2.443 6.611 -4.449
C8 1.954 5.350 -4.921
S2 1.016 5.724 -6.488
O6 -0.416 5.461 -6.291
O7 1.693 5.201 -7.679
C9 1.426 7.564 -6.396
H10 1.709 8.709 -4.466
H11 0.484 7.533 -4.336
H12 2.678 6.478 -3.393
H13 3.443 6.685 -4.877
H14 1.224 4.931 -4.228
H15 2.599 4.524 -5.221
H16 0.740 8.159 -6.999
H17 2.389 7.609 -6.905
C10 -4.865 -1.271 -7.648
C11 -4.519 -0.777 -9.024
C12 -5.266 0.634 -9.193
S3 -4.934 1.465 -7.526
O8 -6.162 2.003 -6.931
O9 -3.708 2.300 -7.551
C13 -4.472 -0.128 -6.767
H18 -4.284 -2.170 -7.440
H19 -5.929 -1.475 -7.764
H20 -4.821 -1.569 -9.709
H21 -3.437 -0.644 -9.057
H22 -6.348 0.564 -9.300
H23 -4.920 1.292 -9.991
H24 -4.924 -0.200 -5.778
H25 -3.385 -0.040 -6.788
C14 1.353 -3.770 -3.889
C15 0.875 -2.556 -4.703
C16 1.788 -1.301 -4.559
S4 3.353 -1.830 -3.731
O10 3.700 -0.910 -2.690
O11 4.396 -2.154 -4.697
C17 2.470 -3.356 -2.908
H26 1.904 -4.406 -4.581
H27 0.537 -4.345 -3.451
H28 -0.103 -2.245 -4.334
H29 0.811 -2.877 -5.743
H30 1.322 -0.680 -3.794
H31 1.990 -0.582 -5.354
H32 2.104 -2.704 -2.116
H33 3.184 -4.092 -2.539
C18 1.077 1.165 -8.559
C19 0.076 0.130 -9.162
C20 -0.842 0.733 -10.172
S5 -0.517 2.569 -10.094
O12 -1.313 3.276 -9.065
O13 -0.469 3.157 -11.455
C21 1.247 2.392 -9.430
H34 2.063 0.725 -8.409
H35 0.627 1.543 -7.640
H36 -0.519 -0.136 -8.288
H37 0.688 -0.695 -9.529
H38 -1.921 0.660 -10.042
H39 -0.497 0.633 -11.202
H40 1.613 3.222 -8.825
H41 1.847 2.227 -10.325

Multiplicity: 1
LUMO energy, eV: -4.81
DFT total energy, eV: -184547.0086
HOMO-LUMO gap, Eh: 0.0803